A molecular structure, C34H40N5O4W at a distorted geometry. Source: the Open Molecules 2025 dataset; level of theory: ωB97M-V/def2-TZVPD.

```
84
C34H40N5O4W | the Open Molecules 2025 dataset | ωB97M-V/def2-TZVPD
W -0.214 -0.466 0.244
O -1.391 -4.750 -0.966
C -0.924 -4.643 -2.232
C -1.318 -5.623 -3.142
C -0.879 -5.570 -4.448
C -0.038 -4.542 -4.879
C 0.352 -3.575 -3.979
C -0.078 -3.610 -2.646
C 0.318 -2.544 -1.716
O -0.234 -2.489 -0.524
N 1.186 -1.661 -2.110
N 1.377 -0.711 -1.095
C 2.539 -0.166 -1.098
C 3.064 0.590 0.057
C 4.325 1.160 0.010
C 4.824 1.745 1.166
C 4.048 1.734 2.311
C 2.798 1.121 2.264
N 2.321 0.560 1.164
H -1.069 -3.971 -0.469
H -1.968 -6.414 -2.794
H -1.193 -6.337 -5.144
H 0.305 -4.506 -5.903
H 1.006 -2.770 -4.282
H 3.187 -0.379 -1.944
H 4.901 1.140 -0.905
H 5.803 2.205 1.167
H 4.397 2.184 3.230
H 2.159 1.087 3.139
O -1.779 -1.439 1.562
C -1.483 -2.082 2.810
C -0.032 -2.455 2.821
C 0.444 -3.338 3.780
C 1.769 -3.720 3.732
C 2.569 -3.226 2.708
C 2.018 -2.346 1.805
N 0.742 -1.934 1.873
H -2.665 -1.048 1.593
H -2.090 -2.985 2.896
H -1.718 -1.417 3.642
H -0.226 -3.728 4.534
H 2.168 -4.406 4.466
H 3.602 -3.525 2.605
H 2.607 -1.957 0.988
C -2.663 1.204 -2.885
O -1.681 0.934 -1.865
C -1.545 -0.262 -1.299
C -2.468 -1.319 -1.827
H -3.670 1.153 -2.474
H -2.558 0.518 -3.722
H -2.458 2.218 -3.211
H -3.493 -0.941 -1.801
H -2.416 -2.225 -1.235
H -2.245 -1.573 -2.868
C 0.489 3.394 -2.596
C 1.033 3.163 -1.184
C 2.361 3.899 -1.003
C 0.016 3.569 -0.132
C -0.295 4.919 0.001
C -1.249 5.351 0.903
C -1.903 4.413 1.687
C -1.617 3.057 1.598
C -2.395 2.113 2.492
C -3.266 1.160 1.669
C -1.516 1.406 3.525
C -0.648 2.637 0.676
N -0.361 1.276 0.519
H 1.251 3.172 -3.346
H 0.181 4.432 -2.729
H -0.371 2.755 -2.788
H 1.209 2.090 -1.075
H 2.267 4.952 -1.276
H 3.130 3.470 -1.648
H 2.712 3.852 0.030
H 0.214 5.639 -0.626
H -1.484 6.403 0.996
H -2.655 4.739 2.396
H -3.077 2.740 3.068
H -2.654 0.505 1.035
H -3.915 1.720 0.995
H -3.909 0.558 2.318
H -0.742 0.799 3.056
H -2.125 0.772 4.176
H -1.018 2.141 4.159
```

Output
net charge = +1
LUMO = -3.21 eV
HOMO energy = -9.86 eV
HOMO-LUMO gap = 6.65 eV
energy relative to the best compared isomer or geometry (same formula, charge and spin) = 0.0 kcal/mol
spin multiplicity = 1

Mulliken atomic charge list, values in e, 2 entries: 0.826 -0.807



A molecular structure, C2H7N3S at a distorted geometry. Source: the Open Molecules 2025 dataset; level of theory: ωB97M-V/def2-TZVPD.

```
13
C2H7N3S | the Open Molecules 2025 dataset | ωB97M-V/def2-TZVPD
C -2.413 -0.753 -0.970
C 0.841 0.115 0.284
H -2.947 0.218 -0.419
H -2.340 -1.611 -0.336
H -2.837 -1.275 -1.893
H -0.621 0.788 -1.460
H 1.145 0.735 -0.490
H 1.342 0.140 2.193
H 4.048 0.910 1.032
N -0.757 -0.438 -1.087
N -0.229 -0.595 0.371
N 1.812 0.256 1.379
S 2.958 1.509 1.398
```

Output
LUMO = 0.77 eV
HOMO energy = -8.61 eV
HOMO-LUMO gap = 9.38 eV
energy relative to the best compared isomer or geometry (same formula, charge and spin) = 106.2 kcal/mol
spin multiplicity = 1

Mulliken atomic charge list, values in e, 2 entries: -0.579 -0.002